(1)
{"formula": "C6H10OS", "method": "wB97M-V/def2-TZVPD", "e_tot_ha": -707.922371, "homo_ha": -0.30372, "de_lowest_ev": 3.481, "spin_multiplicity": 1, "smiles": "COC(C=S)=C(C)C", "elements": ["S", "O", "C", "C", "C", "C", "C", "C", "H", "H", "H", "H", "H", "H", "H", "H", "H", "H"], "positions_angstrom": [[-1.908026, 2.850213, 0.548349], [-0.976358, -0.218139, 1.143258], [-0.884497, 1.765505, -0.144406], [-0.476261, 0.411570, 0.088356], [0.281062, -0.319388, -0.831426], [0.466059, -1.774799, -0.370185], [-0.626885, 0.064847, 2.514035], [0.928437, 0.069835, -2.161110], [0.747015, -0.548580, -3.059342], [0.557708, -0.051912, 2.496938], [2.134645, 0.136482, -1.956545], [-0.538712, -1.984556, 0.282555], [1.387783, -1.807062, 0.253206], [-0.515277, 2.322585, -0.980628], [0.700785, -2.468060, -1.256927], [-1.286504, -0.650047, 3.124110], [0.673368, 1.106832, -2.562786], [-0.664341, 1.094671, 2.872548]], "forces_ev_per_angstrom": [[0.0, -1.1, 0.8], [-1.6, -0.5, 1.7], [-0.5, 1.9, -0.5], [1.4, 0.6, -2.2], [-0.7, -0.5, 0.8], [-1.0, -0.2, -0.2], [2.5, -0.8, -0.5], [2.1, 2.2, 0.3], [0.0, -0.4, 1.0], [-2.3, -0.7, 0.8], [-2.9, -0.4, -0.6], [2.9, -0.3, -1.8], [-0.8, -0.2, 0.0], [1.0, -0.8, -0.9], [-0.8, 0.9, 1.3], [1.6, 1.1, -0.8], [0.2, -1.1, 1.0], [-1.0, 0.1, -0.5]]}

=====

(2)
{"formula": "C38H42B2N9O2Os", "method": "wB97M-V/def2-TZVPD", "s2": 0.756, "e_tot_ha": -2256.607458, "homo_ha": [-0.48999, -0.49021], "de_lowest_ev": 0.000, "spin_multiplicity": 2, "charge": 2, "elements": ["Os", "O", "O", "N", "N", "N", "N", "N", "N", "N", "N", "N", "C", "C", "C", "C", "C", "C", "C", "C", "C", "C", "C", "C", "C", "C", "C", "C", "C", "C", "C", "C", "C", "C", "C", "C", "C", "C", "C", "C", "C", "C", "C", "C", "C", "C", "C", "C", "C", "C", "B", "B", "H", "H", "H", "H", "H", "H", "H", "H", "H", "H", "H", "H", "H", "H", "H", "H", "H", "H", "H", "H", "H", "H", "H", "H", "H", "H", "H", "H", "H", "H", "H", "H", "H", "H", "H", "H", "H", "H", "H", "H", "H", "H"], "positions_angstrom": [[-0.291667, 0.271293, 0.630123], [-2.255870, 1.651857, -2.478215], [-3.260143, 2.515578, -0.613636], [0.903235, -3.121142, 3.527772], [1.236784, -2.097796, 1.217158], [0.747092, 0.392667, 2.358937], [-0.012443, -3.694774, 4.366370], [1.040245, -1.216753, 0.162947], [0.650536, -0.664589, 3.198997], [-1.392776, -1.267828, 1.254888], [-1.063375, -2.144462, 2.229037], [-1.861414, 1.440144, 1.599816], [2.069233, -4.232467, 5.033215], [0.729193, 4.376491, -0.022768], [-2.300136, 4.273556, 3.962796], [-4.369908, 1.117965, -3.695762], [1.975711, -3.120366, 0.772268], [1.687411, -1.724039, -0.905176], [1.357633, 1.390277, 3.023709], [-0.386337, 3.594015, 0.210635], [2.305557, -2.915992, -0.551297], [-0.625477, 2.486051, -0.669021], [1.607111, 2.823387, -1.642713], [-6.395426, 1.702379, -2.434890], [-3.170709, -0.911744, -0.433825], [-2.583904, -1.627834, 0.734162], [-2.252505, 2.994697, 3.431885], [1.717518, -1.073923, -2.240089], [-3.637490, 1.598945, -2.641482], [-3.046295, -2.731711, 1.435177], [-1.844096, 5.344396, 3.209938], [0.410237, 2.114035, -1.545034], [-5.757256, 1.181828, -3.563226], [1.599408, 0.970160, 4.330940], [-7.919320, 1.739888, -2.298568], [-8.371023, 3.174967, -1.989948], [-4.250874, 2.123462, -1.521902], [0.676294, -4.375140, 5.262287], [-1.200972, 3.839493, 1.417572], [1.164341, -0.333034, 4.389441], [-0.007009, -5.156718, 6.332034], [-5.612041, 2.193295, -1.379463], [1.845814, 2.624022, 2.367425], [-1.292741, 5.123193, 1.960909], [-8.622697, 1.280137, -3.575127], [2.169303, -3.423592, 3.940470], [-1.731826, 2.786936, 2.165122], [-8.330030, 0.812846, -1.147035], [-2.048702, -3.039029, 2.349932], [1.710092, 4.008207, -0.947094], [-2.062275, 2.217007, -1.244931], [0.441898, -2.065965, 2.594691], [3.039550, -3.029232, 3.439095], [-2.647092, 2.159260, 3.999988], [-1.946532, -3.830773, 3.072551], [-2.711937, 4.431985, 4.950109], [0.899863, 5.253206, 0.587700], [2.094400, 1.535409, 5.101460], [-2.490807, -0.150842, -0.838267], [-6.055696, 2.615193, -0.487617], [-8.027766, -0.217578, -1.345798], [2.878969, -4.670846, 5.591747], [-3.352280, -1.614093, -1.247543], [2.384407, 2.503778, -2.322877], [2.902800, -3.549710, -1.183475], [0.191177, -4.729439, 7.315181], [2.710180, -0.668589, -2.441142], [-3.970795, -3.258634, 1.273973], [2.920036, 2.703219, 2.541210], [2.207862, -3.943819, 1.426494], [-9.459513, 3.214036, -1.932100], [-8.354633, 1.902263, -4.430923], [0.342579, -6.188565, 6.342694], [-4.119309, -0.429949, -0.193594], [1.499542, -1.808397, -3.014180], [1.222191, -1.070907, 5.174470], [-6.354973, 0.815155, -4.384411], [-8.047212, 3.864662, -2.770864], [-3.906313, 0.718304, -4.586981], [1.696537, 2.575093, 1.295103], [-7.881362, 1.125500, -0.201373], [1.371526, 3.520017, 2.766570], [-0.930503, 5.966168, 1.387322], [-2.685748, 1.520187, 0.993185], [-1.082642, -5.156634, 6.167913], [0.189705, 1.361065, -2.289123], [-1.910412, 6.350994, 3.599235], [-9.701526, 1.355817, -3.438961], [2.577051, 4.642187, -1.082017], [-2.159527, 0.828889, 2.358943], [-9.413266, 0.829574, -1.018234], [-8.398928, 0.239023, -3.815610], [0.995341, -0.270106, -2.317318], [-7.984098, 3.533033, -1.034600]], "forces_ev_per_angstrom": [[0.0, 0.6, 0.2], [0.0, -0.1, -0.1], [0.1, 0.0, 0.0], [-0.1, -0.1, 0.1], [0.0, -0.2, -0.1], [-0.3, -0.1, 0.0], [0.0, -0.1, 0.0], [-0.1, 0.0, 0.4], [0.2, 0.1, 0.1], [0.0, 0.1, 0.0], [0.1, -0.2, -0.1], [-0.3, 0.0, 0.1], [0.1, 0.0, 0.0], [0.1, 0.0, 0.0], [0.0, -0.1, 0.0], [0.0, 0.0, 0.0], [0.0, 0.1, 0.1], [0.1, -0.1, -0.1], [0.1, 0.0, 0.0], [-0.1, -0.2, -0.1], [-0.1, 0.1, 0.0], [0.0, 0.2, -0.3], [-0.1, -0.1, 0.0], [0.0, 0.0, 0.1], [0.0, 0.0, 0.0], [-0.1, 0.0, 0.0], [0.0, 0.1, 0.0], [0.0, 0.0, 0.0], [0.0, 0.0, 0.0], [0.0, 0.0, -0.1], [0.0, 0.0, 0.0], [0.2, 0.0, -0.2], [0.0, 0.0, 0.0], [0.1, 0.1, -0.1], [0.0, 0.0, 0.0], [0.0, 0.0, 0.0], [0.1, 0.0, 0.1], [0.0, 0.0, 0.0], [0.1, 0.1, 0.0], [0.0, -0.2, 0.0], [0.0, 0.0, 0.0], [0.0, 0.0, 0.0], [0.0, 0.0, 0.0], [0.0, 0.0, 0.0], [0.0, 0.0, 0.0], [0.0, 0.1, 0.0], [0.0, 0.0, 0.0], [0.0, 0.0, 0.1], [0.1, 0.0, 0.0], [0.1, 0.1, 0.1], [-0.1, 0.0, 0.3], [0.0, 0.1, -0.2], [0.0, 0.0, 0.0], [0.0, 0.0, 0.0], [0.0, 0.0, 0.0], [0.0, 0.0, 0.0], [0.0, 0.0, 0.0], [0.0, 0.0, 0.0], [0.0, -0.1, 0.0], [0.0, 0.0, 0.0], [0.0, 0.0, 0.0], [0.0, 0.0, 0.0], [0.0, 0.0, 0.0], [0.0, 0.0, 0.0], [0.0, 0.0, 0.0], [0.0, 0.0, 0.0], [0.0, 0.0, 0.0], [0.0, 0.0, 0.0], [0.0, 0.0, 0.0], [0.0, 0.0, 0.0], [0.0, 0.0, 0.0], [0.0, 0.0, 0.0], [0.0, 0.0, 0.0], [0.0, 0.0, 0.0], [0.0, 0.0, 0.0], [0.0, 0.0, 0.0], [0.0, 0.0, 0.0], [0.0, 0.0, 0.0], [0.0, 0.0, 0.0], [0.0, 0.0, -0.1], [0.0, 0.0, 0.0], [0.0, 0.0, 0.0], [0.0, 0.0, 0.0], [0.1, -0.1, -0.1], [0.0, 0.0, 0.0], [0.0, 0.1, 0.0], [0.0, 0.0, 0.0], [0.0, 0.0, 0.0], [0.0, 0.0, 0.0], [0.1, 0.0, 0.1], [0.0, 0.0, 0.0], [0.0, 0.0, 0.0], [0.0, -0.1, 0.0], [0.0, 0.0, 0.0]]}